{"formula": "C4H9NOS", "method": "ωB97M-V/def2-TZVPD", "e_above_lowest_kcal_mol": 158.0, "gap_ev": [8.4, 7.6], "e_lumo_ev": [0.087, -0.758], "spin_multiplicity": 1, "elements": ["C", "C", "C", "C", "N", "O", "S", "H", "H", "H", "H", "H", "H", "H", "H", "H"], "positions_angstrom": [[-2.2891, 1.1346, -0.0925], [-1.2516, 0.5908, -0.6880], [2.6333, 0.9192, -0.0045], [-0.6501, -2.4245, 0.1091], [1.4395, 0.4521, -0.6461], [0.1486, 0.7123, 1.6795], [0.2059, 0.1330, 0.3344], [-3.2806, 1.4542, -0.6615], [-2.4038, 1.4615, 0.9900], [-1.2394, 0.4204, -1.7682], [2.5674, 0.9171, 1.0174], [2.7977, 1.8766, -0.4323], [3.4437, 0.1706, -0.1428], [-0.3931, -2.3314, -0.8952], [-0.2430, -3.3527, 0.5447], [-1.4853, -2.1337, 0.6560]], "atomic_forces_ev_per_a": [[-3.1, 1.8, 0.6], [0.5, 0.2, 0.3], [0.8, -2.0, -1.5], [1.6, -1.7, 1.6], [-2.7, -0.5, 0.8], [-0.3, 0.0, -0.5], [0.9, -0.4, -1.5], [2.4, -0.9, 0.8], [0.8, -0.9, -1.3], [0.4, -0.2, 0.5], [-0.4, 0.8, 2.8], [0.9, 0.9, -0.1], [-0.1, 0.8, -0.7], [-0.3, 0.6, -1.5], [0.3, 0.7, -0.1], [-1.6, 0.9, 0.0]], "mulliken_charge": [-0.432, -0.195, -0.782, -0.998, -0.285, -0.572, 0.578, 0.210, 0.229, 0.334, 0.361, 0.259, 0.255, 0.376, 0.283, 0.378]}


{"formula": "C31H42N8O2", "method": "ωB97M-V/def2-TZVPD", "gap_ev": 7.3, "e_lumo_ev": -0.773, "spin_multiplicity": 1, "smiles": "CCCNc1ccc2c(c1)C(=O)C(CC(C)C)=CC2=O.CC#N.CC#N.CC#N.CC#N.CC#N.CC#N.CC#N", "elements": ["C", "C", "C", "N", "C", "C", "C", "C", "C", "C", "C", "O", "C", "C", "C", "C", "C", "C", "C", "O", "H", "H", "H", "H", "H", "H", "H", "H", "H", "H", "H", "H", "H", "H", "H", "H", "H", "H", "H", "H", "H", "C", "C", "N", "H", "H", "H", "C", "C", "N", "H", "H", "H", "C", "C", "N", "H", "H", "H", "C", "C", "N", "H", "H", "H", "C", "C", "N", "H", "H", "H", "C", "C", "N", "H", "H", "H", "C", "C", "N", "H", "H", "H"], "positions_angstrom": [[-4.7504, 5.2943, -2.7942], [-3.8015, 4.5709, -1.6826], [-2.2843, 4.7632, -2.2552], [-2.0250, 3.8329, -3.3842], [-1.3100, 2.6153, -3.0124], [-0.9421, 1.6472, -4.2056], [-0.1803, 0.3190, -4.0417], [0.2781, -0.0899, -2.6205], [-0.0647, 0.8362, -1.4064], [-0.8734, 2.1644, -1.6022], [0.4656, 0.3266, 0.0155], [-0.1510, 0.5960, 1.0806], [1.8463, -0.5119, -0.0195], [2.9408, -0.4600, 1.1539], [2.9153, -1.7195, 2.1444], [1.5850, -1.8340, 3.0532], [3.2275, -3.1317, 1.4305], [2.1793, -1.3337, -1.1482], [1.1229, -1.4354, -2.3539], [0.9838, -2.4895, -3.0235], [-4.5530, 6.4322, -2.8447], [-5.8631, 5.1401, -2.5977], [-4.5386, 4.9069, -3.8597], [-3.8615, 5.2271, -0.7398], [-4.0764, 3.4796, -1.5090], [-2.2896, 5.8292, -2.7101], [-1.4951, 4.7808, -1.4370], [-2.8932, 3.5231, -3.8565], [-1.2695, 1.9397, -5.2619], [0.0750, -0.3815, -4.9057], [-1.1455, 2.8159, -0.6927], [2.8926, 0.5562, 1.6794], [3.9680, -0.4863, 0.6218], [3.7870, -1.5561, 2.8891], [1.8549, -1.5431, 4.1420], [1.2200, -2.9193, 2.9507], [0.7541, -1.1363, 2.6940], [2.3502, -3.4911, 0.7752], [3.3650, -3.9215, 2.2591], [4.2074, -3.0933, 0.8150], [3.1861, -1.8927, -1.1616], [1.3172, 4.4418, -6.5954], [0.0581, 3.6566, -6.8027], [-0.9330, 3.0372, -6.9656], [1.1410, 5.4932, -6.8277], [1.6407, 4.3554, -5.5567], [2.1042, 4.0595, -7.2472], [-5.8425, 9.2583, -4.6116], [-5.7713, 8.9825, -3.1341], [-5.7146, 8.7674, -1.9633], [-6.0173, 10.3219, -4.7825], [-4.9029, 8.9711, -5.0876], [-6.6582, 8.6868, -5.0603], [-9.0976, 5.5739, -2.7809], [-8.6064, 6.7845, -3.5149], [-8.2184, 7.7373, -4.0922], [-8.8991, 5.6819, -1.7133], [-10.1717, 5.4581, -2.9340], [-8.5866, 4.6835, -3.1505], [5.2088, -6.8990, 2.1367], [4.4621, -6.2173, 3.2421], [3.8707, -5.6864, 4.1338], [5.3283, -7.9575, 2.3686], [4.6577, -6.7993, 1.1996], [6.1941, -6.4468, 2.0207], [6.6293, -9.6057, 5.2599], [7.1460, -8.4113, 4.5153], [7.5514, -7.4705, 3.9284], [6.8018, -9.4787, 6.3297], [5.5581, -9.7188, 5.0825], [7.1441, -10.5057, 4.9200], [1.5198, -2.2684, 7.5218], [2.0221, -1.0746, 6.7677], [2.4251, -0.1176, 6.1762], [1.7050, -2.1378, 8.5891], [0.4474, -2.3861, 7.3579], [2.0341, -3.1674, 7.1778], [0.7069, -7.5093, 5.3120], [1.3789, -8.8381, 5.1374], [1.9081, -9.8845, 4.9998], [0.9581, -6.8540, 4.4764], [-0.3757, -7.6415, 5.3483], [1.0398, -7.0444, 6.2410]], "atomic_forces_ev_per_a": [[0.1, -0.1, -0.2], [0.6, 1.8, -0.9], [-1.7, 1.3, -0.1], [1.0, -2.0, 1.7], [2.0, -3.8, -0.2], [0.8, -1.3, 2.3], [-0.9, 2.2, 3.4], [-1.2, 2.4, 0.1], [-0.4, 0.2, -2.9], [0.6, -1.5, -2.1], [-1.0, 0.7, 1.2], [2.4, -0.9, -3.6], [1.0, -1.6, -2.0], [0.0, 0.0, -0.8], [0.4, -0.1, 0.8], [0.4, 0.0, -0.3], [-0.1, 0.1, 0.3], [-1.8, 2.2, 1.6], [0.0, -1.1, -0.5], [0.5, 3.7, 2.0], [-0.3, -1.9, 0.4], [1.5, 0.2, -0.2], [-0.3, 0.4, 1.6], [-0.1, -1.4, -1.2], [0.4, 1.5, -0.1], [0.1, -1.6, 0.8], [-0.9, -0.5, -1.3], [0.7, 0.6, 0.3], [0.5, -0.5, 2.0], [-0.5, 1.3, 1.3], [0.6, -1.4, -1.5], [-0.1, -1.6, -0.4], [-1.6, 0.1, 0.7], [-1.3, -0.1, -1.3], [-0.7, -0.7, -1.9], [0.4, 1.6, 0.5], [1.2, -0.9, 0.4], [1.4, 0.7, 0.9], [-0.2, 1.3, -1.3], [-1.6, 0.0, 0.9], [-2.0, 0.8, -0.2], [-0.8, -0.5, -0.1], [-2.1, -1.3, -0.4], [3.2, 2.2, 0.2], [-0.1, -0.1, 0.0], [-0.1, -0.1, -0.1], [-0.1, 0.0, 0.0], [0.3, -0.1, 0.8], [0.1, -0.6, 3.3], [-0.2, 0.9, -4.7], [0.0, -0.1, 0.1], [0.0, 0.1, 0.2], [0.3, 0.2, 0.3], [0.3, 0.8, -0.4], [0.8, 2.0, -1.2], [-1.8, -3.4, 1.9], [0.0, 0.1, -0.1], [0.1, 0.1, 0.0], [0.0, 0.1, 0.0], [-0.6, 0.5, 0.4], [-1.8, 1.6, 3.0], [2.4, -2.3, -3.8], [0.0, 0.2, 0.0], [-0.1, 0.1, 0.1], [-0.1, -0.1, 0.1], [0.3, 0.7, -0.5], [1.0, 2.0, -1.2], [-1.2, -3.1, 2.0], [0.0, 0.1, -0.1], [0.1, 0.1, 0.0], [0.0, 0.1, 0.0], [0.3, 0.7, -0.5], [1.4, 3.2, -1.9], [-1.7, -4.2, 2.6], [0.0, 0.1, -0.1], [0.1, 0.1, 0.0], [0.0, 0.1, 0.0], [0.4, -0.8, -0.1], [1.2, -2.2, -0.3], [-1.6, 3.4, 0.4], [0.1, -0.1, 0.1], [0.1, -0.1, 0.0], [0.0, -0.1, -0.1]], "mulliken_charge": [-0.649, -0.380, -0.715, -0.259, 0.551, -0.228, -0.969, 0.243, 0.017, -0.348, 0.275, -0.574, 0.639, -1.298, 0.661, -0.386, -1.019, -0.369, 0.042, -0.571, 0.096, 0.079, 0.286, 0.322, 0.304, 0.329, 0.349, 0.295, 0.514, 0.336, 0.283, 0.320, 0.400, 0.316, -0.294, 0.272, 0.202, 0.275, -0.010, 0.316, 0.280, -0.776, 0.456, -0.537, 0.281, 0.261, 0.292, -0.805, 0.433, -0.462, 0.313, 0.287, 0.345, -0.870, 0.437, -0.497, 0.275, 0.338, 0.265, -0.936, 0.483, -0.486, 0.294, 0.331, 0.316, -0.670, 0.377, -0.431, 0.282, 0.193, 0.271, -0.732, 0.390, -0.444, 0.332, 0.258, 0.209, -0.593, 0.315, -0.428, 0.172, 0.310, 0.218]}


{"formula": "C3H3Cl2NO", "method": "ωB97M-V/def2-TZVPD", "e_above_lowest_kcal_mol": 114.5, "gap_ev": 9.9, "e_lumo_ev": 0.518, "spin_multiplicity": 1, "smiles": "O/N=C\\Cl.C#CCl", "elements": ["C", "C", "C", "N", "O", "Cl", "Cl", "H", "H", "H"], "positions_angstrom": [[-0.5031, -1.4934, -0.8125], [-1.4914, -0.9552, -0.3658], [-0.0042, 0.7056, 0.6921], [1.1656, 0.2469, 1.0634], [2.2479, 0.2672, 0.2570], [-2.9721, -0.3891, -0.0936], [-0.2176, 1.6172, -0.7257], [0.4971, -1.6253, -1.0007], [1.9906, 0.9597, -0.5195], [-0.7128, 0.6664, 1.5054]], "atomic_forces_ev_per_a": [[-2.3, 0.9, 1.0], [0.9, -2.1, -1.6], [4.3, -0.3, 2.1], [-2.5, 0.2, 0.4], [-1.4, 2.7, -2.9], [-1.0, 0.4, 0.4], [-0.1, 0.8, -0.6], [1.7, -0.6, -0.4], [1.1, -2.1, 2.0], [-0.5, 0.2, -0.4]], "mulliken_charge": [0.084, -0.260, -0.268, -0.252, -0.271, -0.138, -0.158, 0.439, 0.314, 0.509]}